Formula: C37H35N2O6S4SiTc
Source: OMol25
Level of theory: wB97M-V/def2-TZVPD

ORCA input file:
```
! wB97M-V def2-TZVPD RIJCOSX def2/J DEFGRID3
* xyz -2 1
Tc -0.991 -0.699 0.693
C 0.636 -2.828 -1.187
C 0.319 -2.404 0.212
N 0.818 -1.191 0.625
N 1.968 -0.859 1.201
C 1.899 0.018 2.172
S 0.547 0.509 3.028
S 3.475 0.727 2.616
C 4.479 0.338 1.151
C 5.080 -1.055 1.065
C 4.827 -1.850 -0.048
C 5.365 -3.128 -0.151
C 6.165 -3.633 0.866
C 6.420 -2.849 1.986
C 5.881 -1.572 2.082
C 0.206 -3.430 1.284
C 0.929 -4.618 1.304
C 0.828 -5.500 2.374
C -0.021 -5.173 3.434
C -0.765 -4.003 3.424
C -0.671 -3.108 2.341
O -1.385 -2.009 2.279
H 0.577 -1.974 -1.860
H -0.055 -3.592 -1.537
H 1.664 -3.232 -1.208
H 5.274 1.087 1.172
H 3.843 0.524 0.289
H 4.174 -1.472 -0.828
H 5.143 -3.736 -1.021
H 6.574 -4.634 0.794
H 7.028 -3.239 2.794
H 6.057 -0.972 2.970
H 1.585 -4.854 0.469
H 1.410 -6.414 2.391
H -0.107 -5.849 4.279
H -1.430 -3.749 4.240
C -4.400 -1.397 2.860
Si -4.620 -2.094 1.174
C -5.898 -1.179 0.215
C -5.138 -3.865 1.372
O -3.307 -2.274 0.145
H -5.078 -1.911 3.555
H -4.620 -0.326 2.865
H -3.366 -1.541 3.189
H -6.910 -1.420 0.574
H -5.825 -1.446 -0.845
H -5.735 -0.103 0.322
H -6.136 -3.930 1.836
H -4.428 -4.406 2.011
H -5.175 -4.364 0.396
C 3.453 4.490 -5.554
C 2.596 5.581 -6.152
O 3.054 6.469 -6.822
S 0.816 5.534 -5.968
C 0.503 4.346 -4.697
C 0.762 4.640 -3.357
C 0.499 3.698 -2.373
C -0.060 2.447 -2.693
C -0.330 2.182 -4.039
C -0.054 3.116 -5.028
C -0.356 1.481 -1.674
C -0.609 0.656 -0.814
H 4.488 4.828 -5.544
H 3.367 3.606 -6.190
H 3.134 4.205 -4.555
H 1.172 5.610 -3.090
H 0.694 3.922 -1.329
H -0.760 1.223 -4.296
H -0.272 2.894 -6.065
O -4.587 4.122 1.096
C -3.247 4.057 1.111
C -2.545 5.262 1.063
C -1.160 5.267 1.113
C -0.447 4.074 1.200
C -1.149 2.879 1.226
C -2.537 2.834 1.185
C -3.287 1.539 1.222
O -4.529 1.600 1.327
O -2.700 0.400 1.118
H -4.874 3.172 1.228
H -3.116 6.183 1.007
H -0.632 6.216 1.100
H 0.636 4.063 1.254
H -0.598 1.958 1.312
S -2.181 -2.099 -2.150
C -2.256 -1.777 -0.531
*
```

* E_tot: -3955.05574 Ha
* relative energy (zero: lowest compared OMol25 entry of this formula, charge and spin): 23.65 kJ/mol

These are the Löwdin partial charges, in e, on atoms 1 to 5: number 1, Tc, carries 1.38; number 2, C, carries -0.12; number 3, C, carries -0.41; number 4, N, carries -0.22; number 5, N, carries -0.03